The following is a DFT calculation (the ωB97M-V functional and the def2-TZVPD basis) of a molecular structure, C33H26Cl2N5O2SV.

Computed properties:
LUMO (spin up / spin down) = -4.3059 / -4.4368 eV
total charge = +1
spin multiplicity = 2
largest force on an atom = 0.01420 Eh/bohr
E_HOMO (spin up / spin down) = -10.721 / -10.785 eV
frontier orbital gap (spin up / spin down) = 6.42 / 6.35 eV
⟨S²⟩ = 0.77

Last column: Löwdin spin population.
Positions of all 70 atoms, in Å:
V1 -0.58 -0.53 -0.33  1.006
O1 -0.85 1.06 -1.17  -0.008
C1 -1.75 2.03 -1.17  0.001
C2 -2.18 2.58 -2.39  -0.001
C3 -3.14 3.56 -2.40  0.000
C4 -3.69 4.05 -1.21  -0.002
C5 -3.23 3.55 -0.01  0.000
C6 -2.26 2.54 0.03  -0.001
C7 -1.66 2.15 1.29  0.001
N1 -0.91 1.13 1.48  0.010
C8 -0.13 1.17 2.72  0.001
C9 1.28 1.63 2.35  0.000
N2 1.73 0.70 1.34  0.001
C10 2.94 0.42 1.12  0.001
C11 3.30 -0.71 0.25  -0.002
C12 4.64 -1.05 0.10  0.001
C13 5.03 -2.19 -0.57  -0.003
C14 4.05 -3.04 -1.08  0.000
C15 2.71 -2.73 -0.94  -0.002
C16 2.32 -1.55 -0.32  0.001
O2 1.02 -1.24 -0.22  -0.005
H1 -1.74 2.19 -3.30  0.000
H2 -3.48 3.97 -3.34  0.000
H3 -4.44 4.82 -1.23  0.000
H4 -3.60 3.95 0.93  0.000
H5 -1.80 2.86 2.11  0.000
H6 -0.09 0.17 3.16  0.000
H7 -0.58 1.85 3.45  0.000
H8 1.93 1.65 3.23  0.000
H9 1.23 2.64 1.93  0.000
H10 3.77 0.93 1.63  0.000
H11 5.39 -0.40 0.55  0.000
H12 6.08 -2.44 -0.68  0.000
H13 4.33 -3.95 -1.58  0.000
H14 1.94 -3.39 -1.33  0.000
Cl1 1.27 0.16 -3.05  0.000
C17 1.21 -1.52 -3.48  0.001
C18 2.26 -2.00 -4.26  0.000
C19 2.29 -3.33 -4.61  0.000
C20 1.29 -4.19 -4.18  0.000
C21 0.26 -3.70 -3.41  -0.001
Cl2 -0.96 -4.82 -2.90  0.001
C22 0.18 -2.35 -3.03  0.003
S1 -1.22 -1.83 -2.09  -0.008
H15 3.03 -1.32 -4.57  0.000
H16 3.10 -3.71 -5.22  0.000
H17 1.30 -5.24 -4.45  0.000
C23 1.23 -4.57 3.42  0.000
C24 1.76 -3.33 3.10  0.000
C25 0.98 -2.39 2.44  0.001
C26 -0.34 -2.70 2.12  -0.001
C27 -0.87 -3.95 2.45  0.000
C28 -0.08 -4.88 3.09  0.000
N3 -1.17 -1.76 1.44  -0.005
N4 -2.33 -1.72 1.88  0.003
C29 -3.23 -1.00 1.08  0.000
C30 -4.54 -0.88 1.49  0.001
C31 -5.45 -0.31 0.62  0.002
C32 -5.02 0.06 -0.64  0.000
C33 -3.68 -0.08 -0.97  0.003
N5 -2.79 -0.57 -0.11  -0.003
H18 1.85 -5.30 3.92  0.000
H19 2.78 -3.08 3.36  0.000
H20 1.38 -1.42 2.18  0.000
H21 -1.89 -4.18 2.17  0.000
H22 -0.49 -5.85 3.33  0.000
H23 -4.82 -1.25 2.47  0.000
H24 -6.48 -0.19 0.91  0.000
H25 -5.70 0.47 -1.37  0.000
H26 -3.31 0.18 -1.95  0.000



The following is a DFT calculation (the ωB97M-V functional and the def2-TZVPD basis) of F4NP in the gas phase.

Computed properties:
LUMO = -0.4136 eV
total charge = 0
structure (SMILES) = FN(F)P(F)F
spin multiplicity = 1
largest force on an atom = 0.06671 Eh/bohr
E_HOMO = -10.151 eV
frontier orbital gap = 9.74 eV

Last column: Mulliken charge in e.
Positions of all 6 atoms, in Å:
F1 1.63 -0.43 -0.22  -0.154
N1 0.77 0.11 0.66  0.078
F2 1.11 1.44 0.62  -0.175
P1 -0.99 0.25 -0.50  0.694
F3 -1.83 -0.31 0.82  -0.243
F4 -0.68 -1.06 -1.39  -0.200



The following is a DFT calculation (the ωB97M-V functional and the def2-TZVPD basis) of a molecular structure, C31H46N2O6P2Ti.

Computed properties:
LUMO (spin up / spin down) = -3.4431 / -3.4405 eV
total charge = +1
spin multiplicity = 2
largest force on an atom = 0.07137 Eh/bohr
E_HOMO (spin up / spin down) = -11.193 / -11.470 eV
frontier orbital gap (spin up / spin down) = 7.75 / 8.03 eV
⟨S²⟩ = 0.75

Last column: Löwdin spin population.
Positions of all 88 atoms, in Å:
Ti1 0.08 -0.09 0.04  0.883
C1 1.68 1.09 -1.05  0.006
C2 0.40 1.23 -1.72  0.018
C3 0.24 2.24 0.38  -0.004
C4 1.57 1.73 0.24  -0.007
C5 -0.50 1.91 -0.81  0.006
C6 2.94 0.51 -1.58  0.006
H1 2.87 0.30 -2.65  0.000
H2 3.19 -0.43 -1.08  0.002
H3 3.79 1.19 -1.42  0.001
C7 2.72 1.92 1.17  -0.001
H4 3.67 1.95 0.61  0.000
H5 2.80 1.08 1.88  0.000
H6 2.62 2.84 1.75  0.000
C8 -0.31 3.07 1.48  0.000
H7 0.47 3.51 2.11  0.000
H8 -0.98 2.48 2.13  0.000
H9 -0.92 3.89 1.06  0.000
C9 -1.90 2.32 -1.07  0.005
H10 -1.98 3.42 -1.09  0.001
H11 -2.59 1.97 -0.29  0.001
H12 -2.27 1.94 -2.03  0.000
C10 0.09 0.92 -3.15  0.005
H13 0.02 1.85 -3.75  0.001
H14 -0.87 0.39 -3.23  0.001
H15 0.87 0.29 -3.59  0.000
C11 0.40 -5.52 -2.40  0.000
C12 1.04 -5.15 -3.52  0.000
C13 0.41 -5.13 -4.88  0.000
C14 -1.12 -4.89 -4.92  0.000
C15 -1.74 -3.96 -3.91  0.000
C16 -2.39 -4.41 -2.82  0.000
C17 -2.22 -5.80 -2.26  0.000
C18 -0.79 -6.42 -2.39  0.000
H16 0.61 -6.09 -5.40  0.000
H17 -1.63 -5.87 -4.93  0.000
H18 0.90 -4.36 -5.50  0.000
H19 -0.78 -7.08 -3.28  0.000
H20 0.87 -5.34 -1.43  0.000
H21 2.12 -4.96 -3.50  0.000
H22 -0.66 -7.10 -1.53  0.000
H23 -2.50 -5.81 -1.19  0.000
H24 -3.18 -3.81 -2.35  0.000
H25 -2.92 -6.49 -2.77  0.000
H26 -1.33 -4.44 -5.91  0.000
H27 -1.82 -2.91 -4.21  0.000
P1 0.74 -2.35 -0.60  0.028
P2 -2.24 -1.15 -0.07  0.020
C19 -0.70 -3.47 -0.46  0.010
C20 -1.95 -2.94 0.25  0.006
H28 -0.35 -4.39 0.04  0.001
H29 -0.93 -3.73 -1.49  0.000
H30 -2.85 -3.50 -0.07  0.000
H31 -1.83 -3.06 1.34  0.000
C21 -3.33 -0.66 1.29  0.005
H32 -3.46 0.43 1.25  0.000
H33 -2.86 -0.93 2.24  0.000
H34 -4.30 -1.15 1.18  0.000
C22 -3.26 -1.00 -1.56  -0.001
H35 -3.94 -1.85 -1.66  0.000
H36 -2.64 -0.93 -2.46  0.000
H37 -3.84 -0.08 -1.49  0.000
C23 2.10 -3.27 0.12  0.003
H38 3.04 -2.76 -0.11  0.000
H39 2.13 -4.30 -0.28  0.000
H40 1.96 -3.30 1.21  0.000
C24 1.09 -2.23 -2.38  0.002
H41 0.37 -1.59 -2.90  0.001
H42 1.02 -3.21 -2.84  0.000
H43 2.11 -1.85 -2.54  0.000
O1 -0.76 -1.65 3.29  0.001
C25 -0.04 -0.67 3.10  0.001
O2 0.45 -0.29 1.94  -0.002
C26 0.30 0.25 4.25  0.000
C27 -0.14 -0.11 5.53  0.000
C28 0.12 0.74 6.62  0.000
C29 0.76 1.97 6.46  0.000
C30 1.15 2.35 5.17  0.000
C31 0.94 1.48 4.08  0.000
N1 1.73 3.65 4.98  0.000
O3 1.94 4.34 6.00  0.000
O4 1.98 4.06 3.81  0.000
N2 -0.27 0.32 7.93  0.000
O5 -0.86 -0.78 8.04  0.000
O6 -0.01 1.04 8.92  0.000
H44 -0.68 -1.04 5.65  0.000
H45 0.95 2.63 7.30  0.000
H46 1.25 1.81 3.10  0.000



The following is a DFT calculation (the ωB97M-V functional and the def2-TZVPD basis) of 2 unconnected molecules or ions with the total composition C2H7N4.

Computed properties:
LUMO = -4.8892 eV
total charge = +1
spin multiplicity = 1
largest force on an atom = 0.08242 Eh/bohr
E_HOMO = -14.407 eV
frontier orbital gap = 9.52 eV

Last column: Mulliken charge in e.
Positions of all 13 atoms, in Å:
C1 0.12 -0.65 0.25  -0.136
C2 -0.46 0.69 0.39  -0.160
N1 2.80 0.21 0.82  0.096
N2 -0.14 -1.57 -0.63  -0.298
N3 3.43 0.75 0.07  -0.099
N4 -1.70 0.84 -0.39  -0.585
H1 -0.55 0.90 1.45  0.323
H2 0.41 1.28 0.02  0.341
H3 -0.79 -1.50 -1.52  0.339
H4 0.42 -2.42 -0.76  0.295
H5 0.82 -0.94 1.07  0.431
H6 -1.76 1.83 -0.64  0.243
H7 -2.61 0.57 -0.12  0.210